(1)
Density functional theory data (wB97M-V/def2-TZVPD) for a cluster of 10 separate species, C44H72NO20 in total.

Structure (ORCA input):
```
! RIJCOSX wB97M-V def2-TZVPD def2/J DEFGRID3
* xyz 1 1
C 4.8299 2.7058 -7.4787
C -5.0771 -3.5049 -1.3389
H -4.4742 -3.2742 -0.4576
C -0.0294 4.5138 -1.9199
H 6.5711 1.1550 -5.1523
H -3.6866 -2.9428 -8.7935
H 4.6872 -2.8263 4.3205
O -3.1552 -6.5394 -7.2699
H -6.1753 6.2456 -3.8135
H -0.3691 5.4028 -1.3805
C -6.8349 3.3389 6.9473
H -3.1987 0.7295 2.3966
O 5.9980 1.6805 -9.3331
H 1.0711 1.6753 1.9212
C 1.5549 4.1132 -3.5036
C 4.7699 -1.9514 1.6557
H -5.5598 4.6123 -4.1679
O -6.0870 2.2831 5.0068
H -4.5610 1.8240 3.1177
C 5.6779 -6.7774 4.9490
C -0.7562 4.3381 -3.2275
H -2.6286 1.5161 -0.7309
O -5.2152 2.2426 -0.0935
H 6.3526 -8.6860 4.2480
H 8.2388 1.0137 8.4376
C -5.4526 -0.3056 0.5017
H 6.5068 -3.1479 1.9103
O -1.5325 2.2359 1.0473
C 5.7830 1.7530 -8.1345
H 6.4578 -2.8827 4.3256
C 1.4736 -0.4029 0.8445
H 6.0550 3.3563 -5.8478
H 7.3926 -8.0046 5.5099
C 5.7951 1.2310 -5.9195
O -8.0978 1.5570 4.1943
H -5.4880 -5.6540 -1.3699
O -4.5907 -3.4606 -3.6380
H -1.3955 0.1512 0.4592
H -3.7935 -5.1969 -1.6100
C -5.9169 4.9842 -2.0635
H -6.9964 4.9930 -1.8905
H -6.2432 0.5814 2.2269
H 4.9674 -3.9905 2.3070
C 0.4886 0.6835 1.6381
H 9.8247 2.2391 6.5995
H 10.3707 0.7784 7.4399
H -4.5838 0.5789 -1.4473
C -5.6194 2.7691 6.2641
H 7.4888 1.6352 6.9465
H 5.0107 0.4977 -5.7047
H 5.1387 -0.5064 4.4213
H 5.9854 -6.0216 5.6793
C -7.4306 2.0540 5.0865
N -5.3174 0.1675 1.9359
H 8.3113 -6.3845 3.9486
H -6.4286 0.8818 -1.2077
H -8.0718 1.5624 7.0514
C -3.1920 -5.3210 -7.3185
H 3.8078 2.3448 -7.6226
H 6.5894 -0.6333 3.3958
C 5.5143 -3.0462 2.3580
H -0.1327 3.6412 -1.2663
C 5.5843 -1.0310 3.5710
H -6.5149 -0.8328 0.3771
H -7.0003 4.3698 6.6114
C 9.6057 1.1809 6.7648
H -6.7512 3.3486 8.0373
H -6.1373 -3.3231 -1.1424
O -4.4205 -1.4851 -2.4982
H 0.8876 -0.9990 0.0170
O 1.3460 4.6599 -2.2700
O 8.4785 -1.7764 5.2374
H -5.5552 3.9628 -1.8933
H -4.6153 -1.1066 0.2145
C -4.1448 2.3228 0.9124
C -5.5345 5.4360 -3.4486
C 6.7810 -7.7550 4.6388
H -5.1828 1.9335 6.8211
H 10.5592 -0.0334 5.2505
C 8.6178 -0.7326 5.8533
H 0.1678 3.8912 -5.1309
H -4.2483 3.3964 1.4203
O 4.7967 -0.8085 2.4022
H -0.1610 1.3344 -0.4715
C -2.0538 -4.4034 -6.9892
O -4.2011 5.9295 -3.3292
C 5.5868 -2.5240 3.7706
O 6.5636 -5.7050 1.7928
O 4.2444 -2.0442 0.5587
O 6.3537 0.9382 -7.1994
H -1.3462 -4.3980 -7.8229
C 5.2528 2.6317 -6.0333
H -8.8865 3.0053 6.3503
C 9.5726 0.3661 5.4966
H 7.9851 -7.7654 2.8425
H -2.6110 3.4133 -0.3816
C 6.4765 -6.2346 2.8884
O 2.6483 4.0130 -4.0353
C -4.2491 1.2299 2.1302
H -4.7840 -2.6144 -7.4297
H -5.7233 6.8583 -0.9926
H -1.7011 3.7978 -3.1255
H -6.0719 -4.8878 -3.6090
O 7.8857 -0.3833 6.9516
C -3.9642 6.2702 -2.0284
C 7.5461 -7.0535 3.5452
H -4.8487 3.5285 6.1024
O -4.2770 -4.5993 -7.7262
H 2.3343 0.2256 0.3155
C -7.9454 2.4569 6.4351
H 4.4424 2.8381 -5.3291
C -0.7012 1.1106 0.5527
O -2.9391 6.7995 -1.6318
H -3.1013 -2.9609 -5.8036
H -2.1171 -2.2178 -7.0753
H 4.7786 -7.2802 5.3165
C -4.8298 -4.9101 -1.8266
H -5.1177 -0.6604 2.5667
H 1.8827 -1.1310 1.6778
C -2.7035 2.3371 0.1211
C 8.2367 0.9422 7.3461
O 5.3930 -6.1257 3.7121
C -5.3860 0.8822 -0.6263
C -3.9323 -3.2152 -7.7617
H -0.0544 0.1990 2.5583
H -4.8563 5.4714 -0.2430
C -2.7516 -3.0755 -6.8368
H -4.4237 -5.5108 -3.8684
C -5.1567 5.9424 -1.1818
H -0.9732 5.3196 -3.6661
H 0.2047 2.5348 -3.9494
C 0.2613 3.6194 -4.0769
H 9.1644 0.9360 4.6573
C -4.6493 -2.6832 -2.5171
C -5.0224 -4.7816 -3.3149
H 4.9443 3.7158 -7.8788
H -1.5592 -4.7052 -6.0630
*
```

Values from the calculation:
* E_LUMO: -3.04 eV
* orbital gap: 7.64 eV

Atom charges from the Mulliken analysis, given in e for atoms 1 to 8:
1 C -0.34
2 C -0.21
3 H 0.25
4 C 0.02
5 H 0.30
6 H 0.30
7 H 0.23
8 O -0.59

---

(2)
Density functional theory data (wB97M-V/def2-TZVPD) for an isolated molecule of C3H3N3.

Structure (ORCA input):
```
! RIJCOSX wB97M-V def2-TZVPD def2/J DEFGRID3
* xyz 0 1
C 0.0869 0.0317 0.3432
N -0.7866 2.4015 -0.4417
N -0.6736 -1.0980 -0.1333
H -0.9110 -1.0300 -1.1148
H -1.4923 -1.2853 0.4245
H 0.0606 0.0265 1.4391
C 1.5039 -0.1295 -0.0555
C -0.3921 1.3721 -0.0939
N 2.6043 -0.2889 -0.3677
*
```

Values from the calculation:
* E_LUMO: 0.30 eV
* orbital gap: 11.48 eV
* SMILES: N#CC(N)C#N
* ΔE to the lowest compared entry with this formula, charge and spin: 89.4 kJ/mol

Atom charges from the natural (NBO) analysis, given in e for atoms 1 to 8:
1 C -0.23
2 N -0.27
3 N -0.79
4 H 0.38
5 H 0.38
6 H 0.27
7 C 0.27
8 C 0.25

---

(3)
Density functional theory data (wB97M-V/def2-TZVPD) for a structure of composition C9H18AlF6NOP.

Structure (ORCA input):
```
! RIJCOSX wB97M-V def2-TZVPD def2/J DEFGRID3
* xyz 1 1
H 0.3267 -0.2200 3.8253
C 1.8223 0.9921 -0.0191
P -5.5496 -0.6197 -3.5283
C 0.8122 0.2976 3.0005
C 2.5896 -0.2610 -0.3371
H 3.1121 1.1747 1.6741
H 1.8597 0.2612 3.3000
H 3.4276 -0.7892 1.5086
H -1.4416 -1.5061 1.0034
H 1.7929 2.4315 1.5404
F -4.4318 -1.2466 -4.6169
C 0.4412 -0.4096 1.6480
F -4.8417 -1.6009 -2.4054
C 2.7700 -1.2646 0.7753
H 3.5529 0.1855 -0.6095
H 3.4328 -2.0771 0.4793
C 1.4139 -1.6305 1.3880
F -6.5824 -1.6730 -4.0853
H 1.0711 1.3418 -2.0853
H 0.8793 -2.4821 0.9700
H -1.7114 -0.3781 2.1808
C 2.5830 1.8741 1.0356
N 0.4681 0.5019 0.4716
F -6.0785 0.4535 -4.6175
O -0.5158 1.2709 0.3689
C 1.6433 1.8454 -1.2982
Al -1.5433 0.1260 -2.3005
F -4.3566 0.3750 -3.0690
H 2.5980 2.0641 -1.7700
H 0.9841 2.7078 -1.1951
H -0.8612 -1.8602 2.6613
H 2.4134 -0.7773 -1.2847
C -0.9466 -1.1011 1.8887
F -6.5838 -0.0505 -2.4349
H 0.5413 1.3498 2.9334
H 3.2021 2.6662 0.6203
H 1.7064 -1.9717 2.3833
*
```

Values from the calculation:
* E_LUMO: -8.49 eV
* orbital gap: 4.76 eV

Atom charges from the natural (NBO) analysis, given in e for atoms 1 to 8:
1 H 0.27
2 C 0.10
3 P 2.60
4 C -0.59
5 C -0.46
6 H 0.23
7 H 0.24
8 H 0.21

---

Which value of orbital gap does entry 3 give?
4.76 eV

---

Look up the E_LUMO of the first one.
-3.04 eV

---

Among the records above, which one has the highest E_LUMO?
C3H3N3

---

Which of these has the lowest E_LUMO?
C9H18AlF6NOP